The following is a quantum chemistry calculation of 2 unconnected molecules or ions with the total composition C16H24N3, from the Open Molecules 2025 dataset.

Structure (XYZ):
```
43
Properties=species:S:1:pos:R:3:forces:R:3
C -1.8517 0.6628 2.7725 -0.2 0.4 0.3
C -1.6750 -0.8572 2.7255 0.0 -0.7 0.1
C -0.2318 -1.1516 2.3173 0.5 0.1 0.3
N 0.3529 0.1772 1.9827 -1.5 -1.4 1.0
N 1.6100 0.4343 2.2812 2.8 0.9 -1.2
C 2.5425 -0.2995 2.7714 -0.7 -0.1 0.4
C -0.5747 1.3047 2.2680 1.1 -0.2 -0.2
H -2.6933 0.9999 2.1718 -0.2 -0.1 0.1
H -2.0121 1.0038 3.7961 -0.2 -0.1 -0.1
H -1.8589 -1.3224 3.6997 -0.2 0.2 -0.2
H -2.3565 -1.3181 2.0043 -0.1 0.0 0.2
H 0.3551 -1.6480 3.1223 -0.5 0.4 -0.4
H -0.1808 -1.8210 1.4331 0.1 0.4 0.4
H 3.5555 0.0509 2.5186 -0.5 0.0 0.9
H 2.4198 -1.1625 3.4838 0.0 0.3 -1.3
H -0.7090 1.8989 1.3558 -0.1 0.0 0.1
H -0.0941 1.9637 3.0067 -0.3 -0.2 -0.2
C -4.6521 -2.3318 -0.9355 -0.5 0.2 0.3
N -3.2535 -2.2614 -1.3441 1.0 1.2 0.6
C -2.7907 -3.2485 -2.3110 0.2 -0.4 -0.3
C -2.4705 -1.2802 -0.8987 -0.4 -0.9 -0.1
C -1.1005 -1.1782 -1.2272 0.5 0.3 0.3
C -0.3206 -0.0808 -0.8834 -1.2 -0.1 -0.7
C 0.9605 0.1658 -1.5030 1.2 0.0 -0.3
C 1.4051 1.4821 -1.8026 -0.4 -0.3 0.4
C 2.6061 1.6937 -2.4747 0.3 -0.3 0.0
C 3.4265 0.6045 -2.8309 -0.8 0.0 0.2
C 2.9882 -0.7022 -2.5541 0.2 0.2 0.1
C 1.7841 -0.9212 -1.8933 -0.3 0.3 0.0
H -5.1208 -3.1335 -1.5189 -0.1 0.5 0.3
H -4.7530 -2.5566 0.1391 0.1 0.0 -0.4
H -5.1392 -1.3647 -1.1322 0.0 -0.4 0.0
H -3.6613 -3.8667 -2.5596 0.5 0.1 -0.1
H -2.4027 -2.7566 -3.2167 -0.2 -0.1 0.3
H -1.9965 -3.8973 -1.9100 -0.3 0.2 0.0
H -2.9562 -0.5352 -0.2491 0.3 -0.3 -0.3
H -0.6622 -1.9831 -1.8296 -0.2 0.5 0.2
H -0.7659 0.7235 -0.2791 0.2 -0.4 -0.4
H 0.7644 2.3265 -1.5139 0.4 -0.3 -0.1
H 2.9312 2.7105 -2.7079 -0.2 -0.4 0.1
H 4.3832 0.7717 -3.3357 -0.4 -0.1 0.2
H 3.6084 -1.5516 -2.8479 -0.2 0.3 0.1
H 1.4477 -1.9352 -1.6561 0.3 0.3 -0.1
```
Positions in Å, forces in eV/Å.

## Properties
net charge = +1
HOMO level = -10.274 eV

The net atomic charges from Löwdin, expressed in e, are: atom 1 (C): -0.16, atom 2 (C): -0.16, atom 3 (C): -0.15, atom 4 (N): -0.19, atom 5 (N): -0.06, atom 6 (C): -0.04, atom 7 (C): -0.15, atom 8 (H): 0.10, atom 9 (H): 0.11, atom 10 (H): 0.11, atom 11 (H): 0.08, atom 12 (H): 0.11, atom 13 (H): 0.10, atom 14 (H): 0.06, atom 15 (H): 0.07, atom 16 (H): 0.10, atom 17 (H): 0.12, atom 18 (C): -0.01, atom 19 (N): -0.17, atom 20 (C): -0.02, atom 21 (C): -0.03, atom 22 (C): -0.05, atom 23 (C): 0.02, atom 24 (C): -0.21, atom 25 (C): -0.01, atom 26 (C): -0.06, atom 27 (C): -0.04, atom 28 (C): -0.06, atom 29 (C): -0.02, atom 30 (H): 0.09, atom 31 (H): 0.11, atom 32 (H): 0.11, atom 33 (H): 0.09, atom 34 (H): 0.11, atom 35 (H): 0.11, atom 36 (H): 0.15, atom 37 (H): 0.10, atom 38 (H): 0.11, atom 39 (H): 0.12, atom 40 (H): 0.11, atom 41 (H): 0.12, atom 42 (H): 0.11, atom 43 (H): 0.11

***

The following is a quantum chemistry calculation of a single C16H24N6O4 molecule, from the Open Molecules 2025 dataset.

Structure (XYZ):
```
50
Properties=species:S:1:pos:R:3:forces:R:3
C -2.3840 1.7879 -2.8401 -0.1 0.0 -0.3
N -1.8620 2.0577 -1.5197 0.0 0.0 0.0
C -1.7897 3.3516 -1.0510 0.0 0.0 0.0
O -2.1455 4.3078 -1.7025 -0.1 0.3 -0.1
N -1.2796 3.4955 0.2246 0.1 0.4 0.2
C -0.8293 2.5290 1.1280 -0.1 -0.3 -0.2
O -0.4176 2.8500 2.2297 0.1 0.2 0.3
C -0.9372 1.2338 0.5508 -0.5 0.1 -0.7
C -1.4375 1.0374 -0.7247 0.6 -0.2 1.3
N -1.4454 -0.2737 -1.0388 -0.2 0.2 -0.4
C -0.9417 -0.8912 0.0277 0.1 0.4 0.1
N -0.7504 -2.2403 0.0525 0.1 -0.1 0.1
C -0.9038 -2.9795 1.3013 0.0 -0.2 0.3
C -1.2673 -4.4368 1.0104 0.2 0.1 0.1
O -2.4419 -4.5637 0.2499 -0.1 0.0 0.0
C -2.5140 -3.6725 -0.8565 0.0 0.2 -0.3
C -1.1882 -2.9698 -1.1281 -0.2 -0.3 -0.2
N -0.6305 -0.0327 1.0376 -0.5 -0.1 -0.2
C 0.2631 -0.1883 2.1601 0.7 -0.2 0.3
C 1.6918 -0.4369 1.6478 -0.2 0.1 0.0
N 2.0379 0.5760 0.6726 0.2 -0.2 0.1
C 2.5741 1.7922 1.2593 0.0 0.3 -0.2
C 2.6946 2.8533 0.1666 -0.1 0.0 0.4
O 3.5074 2.4133 -0.8967 0.2 0.1 0.0
C 2.9977 1.2241 -1.4461 0.0 -0.4 -0.1
C 2.9071 0.1180 -0.3934 0.0 0.2 -0.2
H -2.6808 2.7384 -3.2790 0.0 -0.1 0.0
H -3.2412 1.1190 -2.7670 0.0 0.0 0.0
H -1.6166 1.3130 -3.4513 0.0 0.0 0.0
H -1.2390 4.4541 0.5524 0.0 -0.2 -0.1
H -1.6978 -2.5322 1.9119 0.1 0.0 0.0
H 0.0336 -2.9667 1.8680 -0.1 0.0 0.1
H -0.4230 -4.9369 0.5132 -0.1 0.0 0.1
H -1.4669 -4.9579 1.9496 0.2 0.1 -0.1
H -2.8257 -4.2558 -1.7287 0.0 0.1 0.0
H -3.2833 -2.9172 -0.6463 0.1 -0.1 -0.1
H -1.3084 -2.2525 -1.9378 0.0 -0.2 0.0
H -0.4172 -3.6975 -1.3983 -0.1 0.1 -0.1
H -0.0550 -0.9987 2.8173 0.0 0.1 0.0
H 0.2188 0.7508 2.7148 0.0 -0.2 0.0
H 2.3850 -0.4594 2.5038 0.0 -0.1 0.0
H 1.7253 -1.4112 1.1527 0.0 0.0 0.0
H 1.8961 2.1546 2.0319 0.0 0.0 0.0
H 3.5685 1.6137 1.7067 0.0 0.0 0.0
H 3.1616 3.7581 0.5575 -0.1 0.0 0.0
H 1.6889 3.0945 -0.2095 0.1 0.0 0.0
H 3.6779 0.9395 -2.2507 -0.1 0.0 0.0
H 1.9923 1.4018 -1.8589 0.1 0.0 0.0
H 2.4765 -0.7777 -0.8475 0.0 0.0 0.0
H 3.9225 -0.1161 -0.0261 0.0 0.0 0.0
```
Positions in Å, forces in eV/Å.

## Properties
net charge = 0
HOMO level = -7.783 eV
SMILES string = Cn1c(=O)[nH]c(=O)c2c1nc(N1CCOCC1)n2CCN1CCOCC1

The net atomic charges from Löwdin, expressed in e, are: atom 1 (C): -0.01, atom 2 (N): 0.01, atom 3 (C): -0.48, atom 4 (O): 0.07, atom 5 (N): 0.21, atom 6 (C): -0.42, atom 7 (O): 0.05, atom 8 (C): -0.08, atom 9 (C): -0.22, atom 10 (N): 0.20, atom 11 (C): -0.29, atom 12 (N): -0.03, atom 13 (C): -0.13, atom 14 (C): -0.20, atom 15 (O): -0.12, atom 16 (C): -0.17, atom 17 (C): -0.13, atom 18 (N): 0.06, atom 19 (C): -0.09, atom 20 (C): -0.16, atom 21 (N): -0.17, atom 22 (C): -0.15, atom 23 (C): -0.18, atom 24 (O): -0.13, atom 25 (C): -0.20, atom 26 (C): -0.16, atom 27 (H): 0.09, atom 28 (H): 0.09, atom 29 (H): 0.09, atom 30 (H): 0.17, atom 31 (H): 0.14, atom 32 (H): 0.11, atom 33 (H): 0.13, atom 34 (H): 0.13, atom 35 (H): 0.13, atom 36 (H): 0.13, atom 37 (H): 0.11, atom 38 (H): 0.13, atom 39 (H): 0.11, atom 40 (H): 0.11, atom 41 (H): 0.13, atom 42 (H): 0.11, atom 43 (H): 0.11, atom 44 (H): 0.13, atom 45 (H): 0.13, atom 46 (H): 0.12, atom 47 (H): 0.13, atom 48 (H): 0.12, atom 49 (H): 0.12, atom 50 (H): 0.13

***

The following is a quantum chemistry calculation of 8 unconnected molecules or ions with the total composition C16H24N8, from the Open Molecules 2025 dataset.

Structure (XYZ):
```
48
Properties=species:S:1:pos:R:3:forces:R:3
C -25.6442 -5.1619 3.1090 0.7 -0.3 0.5
C -27.0835 -5.2992 3.0026 1.4 0.0 0.1
N -28.1977 -5.4904 2.8934 -1.5 -0.1 -0.1
H -25.1906 -6.1274 3.3329 -0.2 -0.3 -0.4
H -25.3406 -4.5981 3.9910 -0.3 0.5 -0.3
H -25.2026 -4.7693 2.1930 -0.1 0.1 0.2
C -24.9777 1.2115 3.5512 -0.3 -0.6 -0.5
C -25.7130 0.5751 4.6322 -1.0 -0.4 1.5
N -26.2454 0.0768 5.5353 0.7 0.6 -1.3
H -24.9888 2.2996 3.6143 0.5 -0.2 0.4
H -25.4442 0.9803 2.5936 -0.1 -0.2 0.0
H -24.0121 0.7060 3.5544 0.3 0.7 -0.1
C -16.4033 5.4147 8.4740 -0.2 0.5 0.5
C -16.5018 6.7470 9.1037 0.2 1.3 1.0
N -16.5524 7.7533 9.6876 0.0 -1.7 -1.2
H -16.4011 4.6808 9.2800 0.0 -0.1 -0.1
H -15.4735 5.3206 7.9131 -0.2 0.1 -0.1
H -17.2843 5.2571 7.8518 0.2 -0.1 -0.1
C -19.7864 -1.9740 5.8716 -0.7 0.6 -1.2
C -19.5989 -0.5519 5.4461 0.4 -2.0 1.3
N -19.4613 0.5241 5.0980 0.0 1.0 -0.4
H -18.9002 -2.5977 5.9890 0.2 0.6 0.1
H -20.3080 -2.3523 4.9924 -0.2 -0.5 0.1
H -20.4670 -2.0850 6.7157 0.2 0.3 0.0
C -18.4479 7.5433 3.3143 -0.1 -0.2 -0.7
C -17.3576 8.3857 3.7678 -1.0 -1.2 -0.5
N -16.5030 9.0637 4.0749 1.4 1.1 0.6
H -19.0937 8.1665 2.6957 -0.5 0.0 0.5
H -18.9429 7.0260 4.1362 -0.2 0.3 -0.1
H -18.1137 6.7917 2.5991 0.4 -0.1 0.2
C -21.6256 -7.4274 9.6028 -0.5 0.5 0.7
C -20.2536 -7.5411 9.1785 1.0 0.0 -0.5
N -19.1669 -7.6414 8.8095 -0.6 0.1 0.2
H -21.8917 -6.3930 9.8203 0.2 0.2 -0.4
H -21.7446 -7.8793 10.5875 -0.1 -0.6 -0.3
H -22.3081 -7.8099 8.8439 0.0 -0.2 0.3
C -18.1751 -0.0524 12.9941 0.0 -0.3 -0.3
C -17.5365 -0.4470 11.7274 0.0 0.3 1.2
N -17.0151 -0.7435 10.7557 0.2 -0.2 -0.6
H -17.5192 0.4695 13.6908 0.2 0.2 -0.5
H -18.4835 -0.9462 13.5364 -0.3 0.0 -0.2
H -19.0262 0.5709 12.7202 -0.1 -0.1 0.4
C -18.2781 -9.7285 0.1583 -0.3 1.7 0.1
C -18.8650 -8.5009 0.6887 -1.1 1.4 0.3
N -19.3661 -7.5445 1.1014 0.5 -0.8 -0.3
H -17.3992 -9.7866 0.8003 0.0 -1.3 -0.2
H -17.9923 -9.4828 -0.8645 0.2 -0.4 0.0
H -19.0945 -10.4506 0.1685 0.7 -0.6 0.2
```
Positions in Å, forces in eV/Å.

## Properties
net charge = 0
HOMO level = -11.542 eV
SMILES string = CC#N.CC#N.CC#N.CC#N.CC#N.CC#N.CC#N.CC#N

The net atomic charges from Löwdin, expressed in e, are: atom 1 (C): -0.08, atom 2 (C): -0.29, atom 3 (N): 0.13, atom 4 (H): 0.08, atom 5 (H): 0.08, atom 6 (H): 0.08, atom 7 (C): -0.08, atom 8 (C): -0.29, atom 9 (N): 0.12, atom 10 (H): 0.09, atom 11 (H): 0.08, atom 12 (H): 0.08, atom 13 (C): -0.07, atom 14 (C): -0.28, atom 15 (N): 0.11, atom 16 (H): 0.08, atom 17 (H): 0.08, atom 18 (H): 0.08, atom 19 (C): -0.06, atom 20 (C): -0.28, atom 21 (N): 0.11, atom 22 (H): 0.08, atom 23 (H): 0.07, atom 24 (H): 0.08, atom 25 (C): -0.08, atom 26 (C): -0.30, atom 27 (N): 0.13, atom 28 (H): 0.08, atom 29 (H): 0.08, atom 30 (H): 0.08, atom 31 (C): -0.08, atom 32 (C): -0.30, atom 33 (N): 0.13, atom 34 (H): 0.08, atom 35 (H): 0.08, atom 36 (H): 0.09, atom 37 (C): -0.07, atom 38 (C): -0.29, atom 39 (N): 0.12, atom 40 (H): 0.08, atom 41 (H): 0.08, atom 42 (H): 0.08, atom 43 (C): -0.06, atom 44 (C): -0.31, atom 45 (N): 0.12, atom 46 (H): 0.09, atom 47 (H): 0.08, atom 48 (H): 0.09